A molecular structure, C33H38CoF6N10O4S3Te in a non-equilibrium geometry, computed with ωB97M-V/def2-TZVPD.

Values from the calculation:
- Kohn-Sham gap (spin up / spin down): 5.696 / 6.370 eV
- Energy relative to the best compared isomer or geometry (same formula, charge and spin): 2.469 eV
- HOMO energy (spin up / spin down): -7.26 / -7.26 eV
- Calculated total energy: -5573.2444 a.u.
- Multiplicity: 2
- Charge: 0

The geometry in XYZ format:
```
96
C33H38CoF6N10O4S3Te (ωB97M-V/def2-TZVPD)
Co 0.48 0.42 0.11
C -4.61 1.33 0.36
C -3.33 1.13 1.16
C -2.62 2.44 1.34
C -3.11 3.37 2.25
C -2.53 4.61 2.38
C -1.46 4.95 1.58
C -0.94 4.06 0.65
C 0.19 4.49 -0.24
C -0.34 5.36 -1.40
C -1.53 2.79 0.54
N -0.98 1.87 -0.35
C -1.19 1.93 -1.63
C -0.48 1.07 -2.49
C -0.46 0.89 -3.88
C 0.45 -0.12 -4.12
C 0.95 -0.52 -2.88
N 0.40 0.20 -1.90
H -5.12 0.39 0.21
H -4.37 1.75 -0.61
H -5.27 2.02 0.88
H -2.68 0.42 0.64
H -3.59 0.71 2.14
H -3.95 3.09 2.88
H -2.91 5.32 3.10
H -1.01 5.93 1.66
H 0.71 3.62 -0.65
H 0.90 5.08 0.34
H -1.01 4.79 -2.03
H 0.49 5.71 -2.01
H -0.88 6.22 -1.01
H -1.91 2.63 -2.05
H -1.03 1.46 -4.60
H 0.74 -0.52 -5.07
H 1.67 -1.29 -2.67
F 0.40 -3.50 2.72
C -0.19 -3.90 1.60
F -1.46 -4.16 1.88
F 0.39 -5.04 1.21
S -0.09 -2.64 0.18
O -0.33 -1.37 0.84
O -1.09 -3.12 -0.72
N 1.35 -2.80 -0.41
S 2.44 -1.93 0.31
O 2.61 -0.60 -0.20
O 2.41 -2.08 1.74
C 3.98 -2.83 -0.26
F 4.07 -2.84 -1.59
F 3.98 -4.09 0.16
F 5.08 -2.23 0.22
N 3.82 -0.11 3.06
N 3.25 0.76 2.20
N 3.95 1.56 1.43
C 3.03 2.11 0.67
N 1.80 1.67 0.97
N 1.96 0.82 1.96
H 4.05 0.30 3.97
H 3.26 -0.96 3.13
H 3.24 2.83 -0.10
Te -0.66 0.70 3.33
C -0.78 -1.15 4.41
C -1.80 -2.05 4.20
C -1.83 -3.25 4.90
C -0.82 -3.55 5.81
C 0.21 -2.65 6.01
C 0.23 -1.45 5.32
C -1.96 1.68 4.75
C -1.59 2.94 5.23
C -2.39 3.61 6.13
C -3.57 3.04 6.58
C -3.95 1.80 6.10
C -3.15 1.12 5.20
H -2.57 -1.84 3.47
H -2.62 -3.95 4.73
H -0.84 -4.49 6.35
H 1.00 -2.88 6.72
H 1.03 -0.75 5.48
H -0.67 3.38 4.89
H -2.08 4.58 6.50
H -4.19 3.56 7.29
H -4.88 1.35 6.43
H -3.44 0.15 4.84
C -2.13 -3.49 -4.47
N -2.39 -2.77 -3.25
C -2.90 -1.54 -3.18
S -3.12 -0.85 -1.67
N -3.26 -0.90 -4.30
C -3.91 0.39 -4.31
H -1.78 -4.48 -4.21
H -1.36 -3.00 -5.08
H -3.05 -3.59 -5.05
H -1.97 -3.10 -2.38
H -3.14 -1.36 -5.19
H -3.63 0.91 -3.39
H -5.00 0.28 -4.33
H -3.59 0.96 -5.17
```

Atom charges from the Löwdin analysis, given in e for atoms 1 to 2: atom 1 (Co): 0.607, atom 2 (C): -0.114